1.
The following is a DFT calculation (ωB97M-V/def2-TZVPD) of a molecular structure, C5H8O2.

Values from the calculation:
Relative energy (zero: lowest compared OMol25 entry of this formula, charge and spin) in eV: 2.837
Kohn-Sham gap in Eh: 0.367
LUMO energy in eV: 0.85

Element x y z (Å)
C (-2.10, -0.11, -0.23)
C (-0.73, 0.47, 0.09)
O (-0.31, 0.30, 1.47)
C (1.05, 0.36, 1.05)
C (1.48, -0.90, 0.40)
C (0.68, 0.10, -0.40)
O (1.21, 0.63, -1.56)
H (-2.15, -1.20, -0.29)
H (-2.79, 0.23, 0.55)
H (-2.46, 0.32, -1.17)
H (-0.80, 1.55, -0.09)
H (1.68, 1.14, 1.47)
H (2.53, -0.83, 0.09)
H (1.18, -1.89, 0.72)
H (1.51, -0.11, -2.09)


2.
The following is a DFT calculation (ωB97M-V/def2-TZVPD) of a single C5H13N2S molecule.

Values from the calculation:
Relative energy (zero: lowest compared OMol25 entry of this formula, charge and spin) in eV: 0.021
Kohn-Sham gap (alpha / beta) in Eh: 0.363 / 0.253
2S+1: 2
LUMO energy (alpha / beta) in eV: 1.01 / -1.96

Element x y z (Å)
C (0.23, 0.02, -0.64)
N (0.19, -0.27, 0.77)
C (1.56, -0.16, 1.35)
C (1.52, -0.56, 2.81)
S (3.13, -0.69, 3.58)
C (-1.18, -0.11, -1.25)
N (-2.10, 0.79, -0.57)
C (-1.27, 0.30, -2.74)
H (0.53, 1.07, -0.81)
H (1.01, -0.53, -1.16)
H (-0.11, -1.22, 0.96)
H (2.29, -0.75, 0.79)
H (1.83, 0.90, 1.25)
H (1.03, -1.52, 2.95)
H (0.94, 0.20, 3.34)
H (-1.59, -1.10, -1.02)
H (-2.01, 0.73, 0.44)
H (-2.15, 1.78, -0.79)
H (-0.60, -0.33, -3.34)
H (-1.01, 1.35, -2.76)
H (-2.25, 0.08, -3.15)


3.
The following is a DFT calculation (ωB97M-V/def2-TZVPD) of a molecular structure, C6H10NO3.

Values from the calculation:
Relative energy (zero: lowest compared OMol25 entry of this formula, charge and spin) in eV: 3.147
Kohn-Sham gap in Eh: 0.331
LUMO energy in eV: -5.40
Charge: +1

Element x y z (Å)
C (2.05, 0.23, -0.62)
C (3.26, -0.38, -0.80)
C (1.31, -0.27, 0.41)
C (-1.74, -1.04, -0.17)
C (-2.68, 1.04, 0.98)
C (-1.42, 0.15, 0.78)
N (-0.31, 0.81, 0.24)
O (1.16, -1.09, 1.21)
O (-0.32, 1.76, -0.43)
O (4.01, -0.16, -1.87)
H (1.68, 1.02, -1.33)
H (3.65, -1.00, -0.11)
H (-2.15, -1.90, 0.44)
H (-2.45, -0.68, -0.86)
H (-0.80, -1.37, -0.71)
H (-3.61, 0.54, 1.39)
H (-2.97, 1.50, -0.05)
H (-2.35, 1.85, 1.64)
H (-1.06, -0.32, 1.83)
H (4.74, -0.68, -1.99)


4.
The following is a DFT calculation (ωB97M-V/def2-TZVPD) of 3 unconnected molecules or ions with the total composition C3H12O3.

Values from the calculation:
Relative energy (zero: lowest compared OMol25 entry of this formula, charge and spin) in eV: 1.955
Kohn-Sham gap in Eh: 0.397
LUMO energy in eV: 0.83

Element x y z (Å)
C (-1.36, -0.77, 0.28)
O (-0.70, -1.18, -0.94)
H (-1.32, 0.32, 0.29)
H (-2.33, -1.25, 0.15)
H (-0.83, -1.16, 1.15)
H (-1.05, -0.76, -1.73)
C (2.22, -0.72, 2.77)
O (3.47, -1.11, 2.15)
H (1.45, -1.11, 2.10)
H (1.97, -1.05, 3.77)
H (2.27, 0.36, 2.91)
H (4.11, -1.22, 2.85)
C (-1.52, 1.82, -2.48)
O (-1.26, 0.70, -3.21)
H (-2.29, 1.59, -1.74)
H (-0.72, 2.07, -1.79)
H (-1.80, 2.66, -3.12)
H (-0.32, 0.78, -3.39)


5.
The following is a DFT calculation (ωB97M-V/def2-TZVPD) of a molecular structure, C3H5BiO3.

Values from the calculation:
Relative energy (zero: lowest compared OMol25 entry of this formula, charge and spin) in eV: 1.773
Kohn-Sham gap (alpha / beta) in Eh: 0.263 / 0.263
LUMO energy (alpha / beta) in eV: -12.57 / -12.57
Charge: +2

Element x y z (Å)
H (3.62, 0.66, 3.27)
O (0.12, 0.72, 0.25)
C (0.35, -0.56, 0.38)
C (-0.94, 0.92, -0.71)
O (1.21, -1.02, 1.14)
O (-0.34, -1.31, -0.42)
C (-1.19, -0.49, -1.25)
Bi (2.63, -0.44, 2.40)
H (-0.57, 1.62, -1.47)
H (-1.79, 1.35, -0.18)
H (-0.88, -0.62, -2.29)
H (-2.22, -0.83, -1.11)


6.
The following is a DFT calculation (ωB97M-V/def2-TZVPD) of a molecular structure, C7H3Cl2PtS4.

Values from the calculation:
Kohn-Sham gap (alpha / beta) in Eh: 0.145 / 0.169
LUMO energy (alpha / beta) in eV: -8.09 / -7.82
Charge: +1

Element x y z (Å)
Pt (1.65, 1.71, 0.09)
S (4.94, 4.73, 0.16)
C (3.76, 3.57, 0.19)
S (3.93, 1.86, 0.16)
S (2.09, 3.95, 0.18)
Cl (-0.75, 1.70, 0.00)
C (-1.14, -0.01, -0.04)
C (-2.46, -0.36, -0.08)
C (-2.79, -1.71, -0.11)
C (-1.81, -2.69, -0.10)
C (-0.47, -2.33, -0.05)
Cl (0.72, -3.55, -0.04)
C (-0.09, -0.96, -0.02)
S (1.56, -0.55, 0.04)
H (-3.23, 0.40, -0.09)
H (-3.83, -2.00, -0.15)
H (-2.07, -3.74, -0.13)


7.
The following is a DFT calculation (ωB97M-V/def2-TZVPD) of a single C3H8N2O2 molecule.

Values from the calculation:
Relative energy (zero: lowest compared OMol25 entry of this formula, charge and spin) in eV: 0.582
Kohn-Sham gap in Eh: 0.372
LUMO energy in eV: 0.80

Element x y z (Å)
N (-0.31, -1.44, -0.30)
C (-0.29, -0.11, 0.31)
C (1.10, 0.28, 0.86)
O (1.52, -0.61, 1.87)
C (-0.72, 0.98, -0.68)
N (-1.29, 0.55, -1.83)
O (-0.59, 2.15, -0.39)
H (0.58, -1.63, -0.75)
H (-0.46, -2.15, 0.40)
H (-1.01, -0.08, 1.13)
H (1.03, 1.31, 1.20)
H (1.79, 0.22, 0.03)
H (1.35, -0.25, 2.74)
H (-1.41, 1.22, -2.56)
H (-1.27, -0.43, -2.03)


8.
The following is a DFT calculation (ωB97M-V/def2-TZVPD) of a molecular structure, C10H14B2F4N6Pd.

Values from the calculation:
Relative energy (zero: lowest compared OMol25 entry of this formula, charge and spin) in eV: 0.000
Kohn-Sham gap (alpha / beta) in Eh: 0.240 / 0.167
2S+1: 3
LUMO energy (alpha / beta) in eV: -10.00 / -11.95
Charge: +2

Element x y z (Å)
C (-1.09, 0.13, 2.58)
N (-0.63, 0.37, 1.35)
N (-1.71, 0.74, 0.57)
C (-2.80, 0.90, 1.38)
C (-2.45, 0.48, 2.66)
B (-1.65, 0.89, -1.00)
N (-0.40, 1.77, -1.34)
N (0.82, 1.57, -0.69)
C (1.71, 2.38, -1.27)
C (1.07, 3.24, -2.17)
C (-0.28, 2.85, -2.17)
Pd (1.48, 0.55, 1.11)
N (-1.54, -0.56, -1.62)
N (-0.48, -1.28, -1.12)
C (-0.51, -2.50, -1.59)
C (-1.62, -2.62, -2.47)
C (-2.24, -1.36, -2.46)
H (0.23, -3.22, -1.29)
H (-3.10, -1.00, -2.97)
H (-1.88, -3.50, -3.01)
H (-2.67, 1.36, -1.42)
H (-1.13, 3.31, -2.67)
H (-3.74, 1.31, 0.99)
H (1.53, 4.05, -2.72)
H (-3.06, 0.44, 3.55)
H (2.75, 2.30, -1.00)
H (-0.44, -0.29, 3.33)
H (2.42, -0.66, -0.37)
C (3.13, -0.18, 0.36)
H (3.75, 0.51, -0.19)
H (2.96, 0.30, 1.47)
H (3.67, -1.08, 0.72)
F (0.70, -2.09, 1.58)
B (1.59, -2.28, 2.71)
F (1.05, -3.16, 3.64)
F (2.84, -2.72, 2.24)
F (1.74, -0.94, 3.30)